# 1
44
Properties=species:S:1:pos:R:3:mulliken_charge:R:1 method="wB97M-V/def2-TZVPD" homo_ev=-12.056 e_tot_ev=-120022.9727 total_charge=+1 fmax_ev_per_a=0.1 molar_mass_g_mol=681.69 homo_lumo_gap_ev=8.146 relative_energy_kcal_mol=0.0 lumo_ha=-0.144
Bi -0.001 0.343 -1.109 1.66
N -2.759 0.638 -1.246 -0.43
N -3.436 -0.451 -1.815 -0.29
C -2.750 -1.365 -2.541 0.57
N -3.402 -2.446 -2.947 -0.37
N -1.481 -1.048 -2.774 -0.54
N -0.606 -2.012 -3.191 1.34
O 0.567 -1.734 -2.951 -0.67
O -0.962 -3.023 -3.757 -0.71
H -3.144 0.818 -0.326 0.28
H -2.845 1.473 -1.820 0.32
H -4.440 -0.411 -1.897 0.23
H -4.297 -2.682 -2.554 0.20
H -2.903 -3.119 -3.510 0.24
Se 1.145 2.930 1.177 0.40
N -0.089 1.632 0.929 -0.21
C -0.833 1.552 2.029 1.16
C -1.932 0.669 2.259 -0.56
C -2.593 0.754 3.440 -0.82
C -2.229 1.690 4.464 -0.55
C -1.188 2.535 4.295 -0.64
C -0.460 2.487 3.065 0.56
N 0.565 3.270 2.791 -0.72
H -2.184 -0.086 1.530 0.37
H -3.419 0.082 3.631 0.42
H -2.798 1.704 5.383 0.39
H -0.886 3.247 5.050 0.46
C 4.415 -2.858 0.016 -0.86
N 3.917 -1.490 -0.041 0.14
C 4.879 -0.423 0.206 -0.88
C 2.660 -1.238 -0.323 0.47
O 2.185 -0.077 -0.391 -0.78
H 4.827 -3.059 1.004 0.33
H 5.197 -2.996 -0.731 0.34
H 3.605 -3.554 -0.182 0.26
H 5.681 -0.482 -0.529 0.32
H 5.301 -0.540 1.203 0.33
H 4.381 0.537 0.125 0.23
H 2.031 -2.115 -0.496 0.21
O -0.902 2.588 -1.919 -0.63
N 0.222 3.184 -1.951 1.17
O 0.341 4.318 -2.303 -0.57
O 1.229 2.486 -1.561 -0.67
Cl -0.613 -1.727 0.268 -0.52

***

# 2
14
Properties=species:S:1:pos:R:3:mulliken_charge:R:1 method="wB97M-V/def2-TZVPD" homo_ev=-8.633 e_tot_ev=-27420.4034 fmax_ev_per_a=3.2 molar_mass_g_mol=133.24 homo_lumo_gap_ev=7.536 relative_energy_kcal_mol=33.3 lumo_ha=-0.040
C 2.819 -0.535 0.269 -0.86
S 1.218 -1.262 -0.049 0.01
N 0.412 0.163 -0.081 -0.36
C -0.836 0.149 -0.111 0.85
C -1.561 1.471 0.020 -1.07
C -1.711 -1.066 -0.285 -0.45
S -3.258 -1.267 0.206 -0.19
H 3.517 -1.278 -0.089 0.34
H 2.981 -0.228 1.312 0.27
H 3.064 0.257 -0.387 0.32
H -2.343 1.488 0.808 0.32
H -0.896 2.358 0.186 0.28
H -2.137 1.646 -0.908 0.29
H -1.268 -1.895 -0.891 0.26